Record 1
One molecule with the formula C4H8ClN in a non-equilibrium geometry, computed with wB97M-V/def2-TZVPD.

Its structure (SMILES) is ClCCN1CC1. As for the total energy: -672.09660 hartree. The HOMO-LUMO gap comes out at 10.51 eV. The calculation puts the strongest force on any atom at 0.05504 hartree/bohr. The energy above the lowest of the compared OMol25 structures with the same formula, charge and spin comes out at 1.092 eV.

Structure (ORCA input):
```
! wB97M-V def2-TZVPD RIJCOSX def2/J DEFGRID3
* xyz 0 1
C 0.0546 -1.4065 1.1618
C -0.1506 0.0983 0.9999
C -0.3417 1.5059 -1.0464
C 0.1781 0.1351 -1.5366
H 0.6772 -1.7044 0.2589
H -0.8879 -1.9933 1.0912
H -0.9520 0.4464 1.6623
H 0.7488 0.6742 1.2585
H -1.1208 1.9773 -1.6092
H 0.5098 2.1522 -0.7689
H -0.2721 -0.4100 -2.3056
H 1.3095 0.0148 -1.5128
N -0.6390 0.2921 -0.3273
Cl 0.8861 -1.7822 2.6740
*
```

Record 2
C15H16N5O3PdSe as an isolated structure, computed with wB97M-V/def2-TZVPD.

As for the total energy: -3609.77880 hartree. The HOMO-LUMO gap (alpha / beta) comes out at 5.86 / 6.07 eV. The calculation puts the strongest force on any atom at 0.01174 hartree/bohr. The energy above the lowest of the compared OMol25 structures with the same formula, charge and spin comes out at 0.255 eV.

Structure (ORCA input):
```
! wB97M-V def2-TZVPD RIJCOSX def2/J DEFGRID3
* xyz 0 2
Pd 0.0904 -0.4727 0.5717
C 4.4315 -0.9487 1.2402
C 2.9269 -0.8783 1.2133
N 2.2340 -0.4682 0.2001
O 2.8884 -0.0302 -0.9601
C 2.2133 -1.3057 2.3958
C 2.8500 -1.6968 3.6875
N 0.8858 -1.2805 2.3275
O 0.2204 -1.5846 3.3489
H 4.9268 -0.8573 0.2736
H 4.7369 -1.9114 1.6444
H 4.8349 -0.1778 1.8982
H 3.8398 -0.0529 -0.7936
H 3.9324 -1.7707 3.6214
H 2.4515 -2.6550 4.0290
H 2.6018 -0.9820 4.4773
Se 1.1734 2.5353 -1.2286
N -0.1642 1.6905 -0.4185
C -1.0657 2.5859 -0.0743
C -2.2925 2.2894 0.6115
C -3.1193 3.3135 0.9147
C -2.7996 4.6801 0.5669
C -1.6580 4.9997 -0.0832
C -0.7461 3.9463 -0.4309
N 0.3987 4.1214 -1.0612
H -2.5041 1.2568 0.8657
H -4.0483 3.1248 1.4358
H -3.5014 5.4550 0.8441
H -1.4030 6.0161 -0.3486
O -1.9815 -1.4776 -0.1180
N -2.0000 -1.9344 -1.3249
C -1.6703 -1.1340 -2.3656
C -1.6992 -1.6097 -3.6561
C -2.0663 -2.9247 -3.9023
C -2.3938 -3.7293 -2.8226
C -2.3515 -3.2212 -1.5439
H -1.3889 -0.1329 -2.0715
H -1.4284 -0.9379 -4.4579
H -2.0921 -3.3128 -4.9100
H -2.6822 -4.7621 -2.9548
H -2.5804 -3.7656 -0.6413
*
```

Record 3
C23H20ClN6O9PRhS2 as an isolated structure in a non-equilibrium geometry, computed with wB97M-V/def2-TZVPD.

As for the total energy: -3602.65411 hartree. The HOMO-LUMO gap (alpha / beta) comes out at 4.65 / 4.73 eV. The calculation puts the strongest force on any atom at 0.07540 hartree/bohr. The energy above the lowest of the compared OMol25 structures with the same formula, charge and spin comes out at 6.399 eV.

Structure (ORCA input):
```
! wB97M-V def2-TZVPD RIJCOSX def2/J DEFGRID3
* xyz -1 1
Rh -0.0960 -0.2276 -0.1033
O -5.4096 1.5653 -1.6114
C -4.8730 2.4523 -0.8046
O -5.5250 3.3504 -0.3186
C -3.4223 2.3090 -0.5120
C -2.6751 3.2084 0.2480
Cl -3.2881 4.5475 1.0911
N -1.3823 2.7610 0.3043
N -1.3000 1.5812 -0.3387
C -2.5058 1.2921 -0.8459
C -2.6692 0.0012 -1.5919
O -3.6794 -0.1735 -2.2947
O -1.7479 -0.8378 -1.4402
C -0.2792 3.2835 0.9351
C -0.2040 4.6117 1.3581
C 0.7162 5.2010 2.2068
C 1.7051 4.6381 3.0107
C 2.1210 3.3085 3.1281
C 1.8809 2.2367 2.3164
H -4.7494 0.8581 -1.9582
H -0.9656 5.2759 0.9768
H 0.5887 6.2708 2.3238
H 2.2092 5.3306 3.6713
H 2.7590 3.0969 3.9810
H 2.3288 1.2788 2.5199
S 2.7814 -0.6297 0.5256
C 3.5806 0.7116 0.3045
S 1.1499 2.2564 0.7373
C 4.6797 1.4779 0.2107
C 4.6577 2.8401 -0.1280
N 4.6790 3.9526 -0.4149
C 5.9387 0.8810 0.4224
N 6.9507 0.3589 0.5880
C -1.7989 -2.9365 3.5996
O -1.8190 -1.5917 3.1804
P -0.8052 -0.8722 2.1088
O -1.2275 0.6427 2.6494
C -2.5659 1.0340 2.8392
O 0.6308 -0.9401 2.8295
C 0.7579 -0.5578 4.1894
H -2.2546 -2.9527 4.5946
H -0.7814 -3.3231 3.6493
H -2.3809 -3.5610 2.9212
H -2.5605 2.1117 3.0108
H -2.9962 0.5285 3.7049
H -3.1776 0.8005 1.9665
H 1.7588 -0.8517 4.5023
H 0.0155 -1.0609 4.8110
H 0.6357 0.5214 4.2974
C 2.0182 -3.2810 -3.5487
N 1.4016 -3.2898 -2.2434
C 1.1173 -4.4378 -1.5783
C 0.5411 -4.4385 -0.3580
C 0.2520 -3.1744 0.2914
O -0.2512 -3.0949 1.4214
N 0.5860 -2.0777 -0.4121
C 1.0825 -2.0690 -1.6642
O 1.2657 -1.0107 -2.2529
H 1.6637 -4.1262 -4.1367
H 3.1057 -3.3234 -3.4568
H 1.7450 -2.3432 -4.0321
H 1.3744 -5.3549 -2.0929
H 0.2876 -5.3496 0.1564
*
```

Record 4
An isolated ion of composition C5H15N2 and charge +1 in a non-equilibrium geometry, computed with wB97M-V/def2-TZVPD.

Its structure (SMILES) is CC[C@H]([NH3+])CNC. As for the total energy: -308.75808 hartree. The HOMO-LUMO gap comes out at 10.00 eV. The calculation puts the strongest force on any atom at 0.04819 hartree/bohr. The energy above the lowest of the compared OMol25 structures with the same formula, charge and spin comes out at 0.941 eV.

Structure (ORCA input):
```
! wB97M-V def2-TZVPD RIJCOSX def2/J DEFGRID3
* xyz 1 1
C 0.8495 0.7135 -0.4590
N 0.7220 0.2962 -1.8582
C 1.9702 -0.2559 -2.3887
C -0.4809 0.3254 0.2703
N -0.9213 -1.0009 -0.2337
C -1.6213 -0.0736 2.5050
C -0.3944 0.4793 1.7749
H 1.6434 0.1152 -0.0298
H 0.8922 1.7953 -0.3705
H 0.4379 1.0734 -2.4438
H 2.5313 -0.7664 -1.6197
H 2.6720 0.3933 -2.9196
H 1.7754 -0.9710 -3.1832
H -1.1622 1.0620 -0.1701
H -0.2178 -1.7282 -0.0901
H -1.1669 -0.9516 -1.2240
H -1.7696 -1.2783 0.2709
H -2.5160 0.0190 1.9035
H -1.7632 0.3815 3.4782
H -1.6234 -1.1506 2.6963
H -0.3843 1.5380 1.9958
H 0.5273 -0.0157 2.0957
*
```

Record 5
C19H28AsMoN2O9 as an isolated structure in a non-equilibrium geometry, computed with wB97M-V/def2-TZVPD.

As for the total energy: -3831.20202 hartree. The HOMO-LUMO gap (alpha / beta) comes out at 7.13 / 7.12 eV. The calculation puts the strongest force on any atom at 0.02466 hartree/bohr. The energy above the lowest of the compared OMol25 structures with the same formula, charge and spin comes out at 0.073 eV.

Structure (ORCA input):
```
! wB97M-V def2-TZVPD RIJCOSX def2/J DEFGRID3
* xyz 1 1
Mo 0.3171 0.3803 0.2029
O 0.1082 -1.8018 -0.5479
C -0.1038 -1.8966 -1.9833
C 0.3159 -0.5928 -2.6367
N -0.2489 0.5846 -1.9219
C -1.7359 0.6253 -1.9938
C -2.3130 -0.1023 -0.7871
O -3.2519 -0.8255 -0.8147
O -1.5679 0.1741 0.3176
C 0.3531 1.8860 -2.3113
C 0.1932 2.8832 -1.1514
O -0.0327 4.0375 -1.3200
O 0.3415 2.3179 0.0768
H -0.0464 -2.6611 -0.1391
H -1.1532 -2.1201 -2.1688
H 0.5095 -2.6974 -2.3878
H -0.0064 -0.6036 -3.6805
H 1.3988 -0.5058 -2.6144
H -2.1088 0.1935 -2.9187
H -2.0639 1.6628 -1.9323
H -0.0921 2.2931 -3.2160
H 1.4207 1.7422 -2.4781
O 3.3383 -1.5554 -0.9866
C 3.2946 -0.4585 -0.5334
O 2.0940 0.1062 -0.1604
C 4.4566 0.4436 -0.3433
C 5.7149 -0.0435 -0.6778
C 6.8260 0.7671 -0.5307
C 6.6459 2.0485 -0.0487
C 5.4091 2.5563 0.2938
C 4.3011 1.7398 0.1433
N 7.8374 2.9262 0.1052
O 7.6390 4.0476 0.5171
O 8.8825 2.5167 -0.3465
H 5.8091 -1.0552 -1.0483
H 7.8200 0.4260 -0.7797
H 5.3302 3.5664 0.6686
H 3.3205 2.1149 0.3988
C -1.8721 -0.2590 3.8609
C -0.3733 -0.5726 3.8877
As 0.7170 0.5239 2.7034
C 2.5179 -0.0122 3.2297
C 3.0157 0.6531 4.5075
C 0.5548 2.3503 3.3658
C -0.7558 3.0600 3.0230
H -2.4330 -1.0885 4.2921
H -2.2447 -0.1031 2.8500
H -2.1002 0.6263 4.4491
H -0.1902 -1.6016 3.5775
H 0.0405 -0.4596 4.8884
H 3.1864 0.1946 2.3944
H 2.4741 -1.0958 3.3443
H 3.0941 1.7338 4.4008
H 4.0074 0.2719 4.7517
H 2.3641 0.4419 5.3564
H 1.3990 2.8838 2.9295
H 0.7111 2.3079 4.4416
H -1.0447 2.9199 1.9817
H -0.6379 4.1321 3.1831
H -1.5736 2.7215 3.6547
*
```

Number 3 is which compound? C23H20ClN6O9PRhS2